Entry from the Open Molecules 2025 dataset: a 3-piece molecular cluster, C28H54O5 overall in a non-equilibrium geometry (the ωB97M-V functional and the def2-TZVPD basis).

Structure (XYZ):
```
87
Properties=species:S:1:pos:R:3:forces:R:3
C -4.201902 1.499615 3.821447 0.42 0.45 -1.09
C -3.398907 0.697886 2.778814 -0.11 -0.76 0.74
C -3.742325 -0.810212 2.760281 0.47 -0.05 -0.81
C -2.647045 -1.588410 1.929361 -0.71 0.67 0.90
C -2.047946 -2.716413 2.787286 0.79 -0.80 -1.29
C -0.603602 -3.140585 2.366573 -0.09 0.12 1.24
C 0.381749 -1.931792 2.363694 -1.40 0.05 -1.28
C 0.684418 -1.502874 0.890128 1.11 1.06 0.91
C 2.186103 -1.063468 0.752085 -1.07 -1.84 -0.90
C 2.647434 -1.300400 -0.714844 1.36 1.32 0.56
C 2.774172 0.013501 -1.563453 0.47 -1.41 0.39
C 3.940438 -0.190453 -2.563531 -0.96 -0.12 -0.84
C 3.895577 0.688445 -3.861623 -0.14 -0.03 0.98
C 2.794761 1.771464 -3.892102 0.97 0.84 -0.71
C 3.114232 2.774130 -5.056737 -0.37 -0.21 -0.35
C 2.152139 2.615724 -6.265472 0.68 -0.08 0.25
C 2.281734 1.229882 -6.849779 -0.48 1.22 0.24
C 1.277269 0.393414 -6.996162 0.72 -0.89 -0.52
C 1.859831 -0.878208 -7.572239 -0.29 3.30 1.26
O 1.269891 -1.848515 -7.771437 -1.29 -3.48 -0.98
O 3.199166 -0.704824 -7.776489 0.46 -0.27 -0.24
C 3.543831 0.567340 -7.363441 -4.59 -0.79 0.77
O 4.604710 0.987113 -7.394907 4.51 1.53 -0.38
H -5.255439 1.528504 3.515024 0.09 -0.17 0.46
H -3.845284 2.540594 3.778878 -0.16 -0.21 0.25
H -4.042430 1.114954 4.833315 -0.28 0.00 -0.19
H -2.327325 0.758383 3.032782 -0.23 0.20 -0.18
H -3.543513 1.087111 1.762437 0.08 0.10 0.26
H -4.740990 -0.959895 2.326353 0.15 0.02 0.20
H -3.733093 -1.237306 3.771372 -0.19 0.31 -0.09
H -1.909862 -0.822269 1.654592 0.10 -0.42 0.05
H -3.060311 -1.957286 0.981478 0.12 -0.13 0.27
H -2.675526 -3.611919 2.647172 -0.01 0.27 0.38
H -2.002981 -2.490002 3.859288 -0.22 0.27 -0.25
H -0.608033 -3.699465 1.422205 0.04 0.34 0.05
H -0.280154 -3.863476 3.135305 -0.03 0.10 -0.29
H -0.164291 -1.088618 2.815982 0.41 -0.22 0.26
H 1.290719 -2.106559 2.946280 -0.10 -0.10 -0.26
H 0.074715 -0.634355 0.595132 -0.13 -0.35 0.10
H 0.454633 -2.304193 0.179634 0.19 0.03 0.24
H 2.741653 -1.772091 1.382057 0.09 0.43 -0.04
H 2.362536 -0.048000 1.118977 0.00 -0.17 -0.13
H 3.673738 -1.703762 -0.660899 -0.30 -0.03 -0.03
H 2.049419 -2.057103 -1.234964 -0.02 0.23 0.14
H 1.798207 0.155793 -2.039752 0.33 0.48 -0.06
H 3.041335 0.831970 -0.882666 -0.46 0.01 -0.23
H 4.898991 -0.075899 -2.043415 -0.23 0.04 -0.04
H 3.888139 -1.241077 -2.890846 0.15 0.23 0.15
H 3.779486 0.027590 -4.729807 0.14 0.20 0.09
H 4.865105 1.198667 -3.937981 -0.24 -0.12 -0.26
H 2.825584 2.377785 -2.977618 -0.17 -0.46 0.01
H 1.786812 1.356011 -4.020925 0.22 0.03 0.15
H 3.079930 3.812132 -4.701771 -0.04 -0.24 -0.09
H 4.124588 2.586257 -5.443091 -0.14 0.17 0.26
H 1.121572 2.780409 -5.923291 0.14 -0.21 -0.20
H 2.349393 3.368283 -7.042561 0.15 -0.16 0.20
H 0.234589 0.556630 -6.759477 0.10 -0.26 -0.05
C 5.453476 -0.405515 5.424603 0.00 0.14 -0.03
C 5.293830 -1.149728 4.109413 0.09 0.00 0.11
O 4.836863 -0.335989 3.043562 -0.22 -0.05 -0.13
C 5.658491 0.763614 2.693597 0.11 0.04 0.04
C 7.059316 0.368428 2.257956 0.02 -0.12 0.02
H 4.508533 0.055853 5.718225 0.01 -0.05 0.00
H 5.768911 -1.091886 6.211940 -0.03 -0.01 -0.02
H 6.198763 0.388292 5.357024 0.06 -0.06 0.02
H 4.544773 -1.933204 4.234108 -0.06 0.06 -0.14
H 6.225936 -1.653407 3.830780 0.05 0.04 0.04
H 5.694625 1.486973 3.515848 0.07 -0.01 0.02
H 5.156025 1.264451 1.863985 -0.12 -0.11 0.04
H 7.610565 -0.131769 3.055429 0.03 0.08 0.02
H 7.626648 1.252532 1.963118 -0.03 -0.01 -0.01
H 7.014885 -0.317211 1.409544 -0.01 0.04 -0.01
C -8.410837 2.037327 -0.688858 -0.02 0.06 0.13
C -7.825234 0.652650 -0.467765 -0.11 0.05 -0.06
O -7.245493 0.474518 0.812660 0.26 -0.06 0.06
C -8.110570 0.640994 1.923237 -0.12 0.02 0.02
C -9.287144 -0.320042 1.932462 -0.02 -0.06 -0.12
H -7.645540 2.802256 -0.543101 0.00 -0.03 -0.04
H -8.805496 2.123839 -1.702421 0.04 -0.01 0.01
H -9.225083 2.252102 0.004615 -0.05 -0.03 -0.06
H -7.023066 0.487202 -1.188275 0.08 -0.05 0.14
H -8.575793 -0.122641 -0.656454 -0.06 0.04 0.01
H -8.452839 1.680124 1.984176 -0.08 -0.02 -0.02
H -7.501372 0.465177 2.811532 0.12 -0.01 -0.12
H -9.935951 -0.181842 1.066382 -0.04 0.06 0.05
H -9.890103 -0.170206 2.829275 0.03 0.00 0.00
H -8.934763 -1.353051 1.916753 0.01 0.02 0.04
```
Forces are in eV/Å.

Properties
structure (SMILES)	CCCCCCCCCCCCCCCCC1=CC(=O)OC1=O.CCOCC.CCOCC
spin multiplicity	1
HOMO level	-9.77	eV
HOMO-LUMO gap	9.5	eV

Entry from the Open Molecules 2025 dataset: C28H54P2SiTi as an isolated structure in a non-equilibrium geometry (the ωB97M-V functional and the def2-TZVPD basis).

Structure (XYZ):
```
86
Properties=species:S:1:pos:R:3:forces:R:3
Ti -1.121700 0.602377 -0.736966 4.36 -2.00 1.89
C 0.879602 1.833246 2.296608 0.61 -1.65 1.30
C -0.501339 1.469914 2.447485 0.28 -1.08 -1.18
C 0.811231 -0.103792 3.538780 -1.70 0.93 -1.02
C 1.685912 0.887623 3.017856 -2.38 0.94 -1.38
C -0.523188 0.219536 3.156724 1.52 0.17 0.25
C 1.380567 3.057274 1.684460 0.45 1.32 -0.26
H 0.568366 3.765891 1.444548 0.33 -0.16 0.13
H 1.933730 2.890534 0.745571 0.04 0.18 0.22
H 2.075590 3.548282 2.381211 -0.12 0.19 -0.34
C 3.132709 0.917580 3.195894 1.17 0.09 0.21
H 3.553909 1.889721 2.929040 0.04 -0.04 -0.07
H 3.654673 0.153217 2.606728 0.01 0.17 0.08
H 3.412138 0.737901 4.239364 -0.02 -0.03 -0.03
C 1.220572 -1.238817 4.373681 0.07 -0.80 0.57
H 1.854318 -0.920685 5.210963 -0.03 -0.04 -0.12
H 1.785032 -1.993748 3.813730 -0.02 0.05 0.14
H 0.347296 -1.733593 4.813482 0.15 -0.01 -0.05
C -1.738187 -0.506135 3.589028 -0.56 -0.38 0.44
H -1.912506 -0.373537 4.679023 -0.09 -0.20 -0.53
H -1.639214 -1.592693 3.394741 -0.15 0.37 0.17
H -2.640106 -0.151728 3.059107 0.29 -0.12 0.22
C -1.646290 2.428295 2.401125 -0.40 0.41 0.42
H -1.792268 2.861776 3.420680 -0.08 -0.15 -0.65
H -2.596052 1.927698 2.119605 0.36 0.41 0.22
H -1.456469 3.274865 1.711899 -0.24 -0.42 0.28
C -0.954509 1.411883 -3.444320 0.82 1.67 -0.78
C -0.646446 2.619066 -2.851511 -0.22 -0.60 -2.14
C -1.588203 3.706018 -2.417597 0.46 0.28 0.39
C -2.820258 3.189035 -1.652588 -0.08 0.55 0.10
C -2.492370 1.881510 -0.944230 -2.33 0.52 -0.48
C -2.726011 0.543291 -1.673496 -1.75 -0.42 1.86
C -3.222614 0.254996 -3.025845 -0.17 0.08 -1.26
C -2.303715 1.037610 -4.011315 -0.85 0.16 -0.01
H -1.855168 4.306372 -3.307664 -0.01 -0.24 0.28
H -3.672829 3.100419 -2.339275 0.18 -0.36 0.13
H -0.986222 4.387961 -1.778549 -0.50 -0.32 -0.23
H -2.840231 1.957368 -4.319850 0.39 -0.42 0.06
H -0.111646 0.887689 -3.941016 -0.50 0.41 0.71
H 0.394700 2.975504 -2.966665 -0.45 -0.54 0.41
H -2.136169 0.431051 -4.909979 -0.08 0.27 0.12
H -3.166564 -0.836408 -3.265988 -0.05 0.80 0.43
H -3.064324 -0.184531 -0.878542 -0.11 0.49 -0.96
H -4.281838 0.552216 -3.168556 0.49 -0.16 0.06
H -3.154617 3.966498 -0.941039 0.30 -0.47 -0.13
H -2.817016 1.765481 0.118506 -0.02 0.53 -0.39
P 1.270118 -0.433719 -1.746820 -0.98 -0.80 0.89
P -1.856134 -1.994201 0.272886 -0.32 0.17 -0.05
C -0.278381 -1.478446 -2.383395 0.31 1.23 -1.44
C -1.279852 -2.329722 -1.544415 -0.52 -0.45 0.43
H 0.215561 -2.202120 -3.057890 0.08 0.34 0.26
H -0.791747 -0.802161 -3.079300 -0.20 -0.64 0.16
H -2.179770 -2.458262 -2.168955 0.35 -0.01 0.13
H -0.820010 -3.316604 -1.445822 -0.15 0.05 -0.04
C -1.742729 -3.720124 1.014729 0.34 0.13 0.27
H -1.879272 -3.612854 2.118912 0.20 -0.13 -0.86
H -0.769145 -4.216604 0.801548 -0.68 0.38 0.23
H -2.587562 -4.343975 0.625968 0.78 0.56 0.16
C -3.693029 -1.912012 0.513311 -0.20 -0.20 -0.56
H -4.229739 -2.777218 0.115615 0.02 0.07 0.03
H -4.129365 -1.011969 0.086551 -0.21 -0.09 0.11
H -3.874269 -1.856579 1.595625 0.30 -0.11 -0.20
C 2.408817 0.151956 -3.285160 -0.16 -0.02 -0.65
H 3.070649 0.959654 -2.937254 -0.35 -0.34 0.31
H 1.898791 0.570253 -4.167074 -0.21 -0.22 0.29
H 3.078283 -0.638393 -3.675052 -0.56 0.05 0.50
C 1.114270 1.258170 -0.928250 -0.59 0.12 -0.26
H 0.987819 1.109817 0.165360 0.41 0.19 -0.18
H 0.252759 1.931337 -1.334998 1.67 -0.46 0.68
H 2.062821 1.803536 -1.127028 -0.86 -0.27 0.03
C 2.925278 -3.106356 -1.316667 0.18 0.38 -0.16
Si 2.792632 -1.751871 -0.018795 0.14 -0.12 1.97
C 3.361258 -2.544602 1.600513 0.18 -0.13 -0.53
C 3.974865 -0.309715 -0.199671 0.11 -0.02 -0.38
C 0.947930 -1.324041 0.090381 1.24 0.86 1.12
H 3.914727 -3.547290 -1.133481 -0.25 -0.13 -0.30
H 2.873227 -2.758971 -2.362018 0.06 -0.27 0.32
H 2.153233 -3.868106 -1.143743 0.22 0.07 -0.07
H 4.121793 -3.267946 1.263815 -0.06 0.06 0.50
H 3.834439 -1.811660 2.272713 -0.26 -0.42 -0.18
H 2.559032 -3.081504 2.118260 0.24 0.04 -0.03
H 4.169273 -0.015366 -1.234190 0.10 0.10 0.15
H 3.657093 0.563454 0.386762 0.07 -0.24 -0.11
H 4.914228 -0.684891 0.225729 -0.03 0.24 -0.09
H 0.639242 -0.592544 0.931183 0.57 -1.22 -0.94
H 0.630592 -2.382383 0.275272 -0.39 0.92 -0.60
```
Forces are in eV/Å.

Properties
relative energy (zero: lowest compared OMol25 entry of this formula, charge and spin)	1.982	eV
spin multiplicity	2
total charge	+1
HOMO level (spin up / spin down)	-8.53 / -8.54	eV
HOMO-LUMO gap (spin up / spin down)	4.7 / 4.5	eV